A 2-piece molecular cluster, ClFS2 overall at a distorted geometry, computed with the ωB97M-V functional and the def2-TZVPD basis.

Properties
* HOMO-LUMO gap (alpha / beta): 0.2102 / 0.3176 Ha
* total charge: 0
* energy relative to the best compared isomer or geometry (same formula, charge and spin): 156.6 kJ/mol
* energy: -1356.34721 Eh
* HOMO (alpha / beta): -9.52 / -11.18 eV
* max |F|: 0.0274 hartree/bohr

Positions of all 4 atoms, in Å:
Cl: -3.387 -0.659 0.252
S: 0.724 -0.263 -0.667
S: -0.137 -0.901 0.877
F: 1.561 1.142 -0.252

Forces on the atoms, in the same order (eV/Å):
0.518 -0.004 0.111
0.593 1.004 0.671
-0.353 0.131 -0.427
-0.759 -1.131 -0.354

=====

A 5-piece molecular cluster, C23H56IN4O8 overall at a distorted geometry, computed with the ωB97M-V functional and the def2-TZVPD basis.

Properties
* HOMO-LUMO gap: 0.1638 Ha
* total charge: -1
* energy: -2028.40976 Eh
* HOMO: -2.02 eV
* max |F|: 0.0458 hartree/bohr

Positions of all 92 atoms, in Å:
I: -1.221 0.604 2.042
O: -4.054 2.233 -2.125
O: 0.353 2.822 0.934
O: -1.882 -1.613 -1.873
O: -0.410 1.874 5.664
O: 4.255 -0.522 -7.697
O: -3.825 -0.397 -1.680
O: -5.643 -0.794 3.856
O: 2.608 -1.666 -2.922
N: 4.229 1.012 -5.239
N: -3.572 0.586 5.340
N: 0.910 -3.910 -2.393
N: 2.161 2.288 4.428
C: 2.955 -4.809 -3.372
C: 1.758 -3.887 -3.588
C: -5.882 0.485 4.405
C: -4.635 0.274 -0.762
C: -2.907 -1.273 -1.047
C: -4.988 0.852 5.599
C: 2.141 -2.456 -3.987
C: 5.424 0.271 -5.647
C: -1.083 -0.481 -2.322
C: 4.901 0.091 -8.793
C: -0.509 1.522 -0.913
C: -5.058 1.628 -1.331
C: 3.968 -1.804 -2.584
C: -0.113 0.096 -1.317
C: -5.391 0.167 6.902
C: -0.285 1.888 0.517
C: -0.423 1.025 6.793
C: 6.459 1.253 -6.190
C: 2.526 2.395 6.833
C: 5.097 -0.874 -6.616
C: 1.791 3.012 5.646
C: 0.269 3.095 5.832
C: -6.266 -1.870 4.524
H: -5.293 2.295 -0.509
H: -0.101 -0.521 -0.422
H: -4.917 0.664 7.748
H: 1.176 -4.300 -4.418
H: -5.535 -0.305 -0.573
H: 1.378 -3.364 -1.674
H: -7.242 -1.583 4.927
H: -4.096 0.451 0.167
H: 2.150 4.042 5.543
H: 4.549 -1.638 -6.061
H: -5.077 -0.876 6.927
H: 2.422 1.311 6.856
H: 3.446 -4.620 -2.418
H: -3.570 2.848 -1.580
H: 3.695 -4.694 -4.169
H: 2.629 -5.850 -3.364
H: 6.015 -1.348 -6.992
H: -5.669 1.189 3.597
H: 3.584 0.375 -4.774
H: -6.473 0.204 7.053
H: -5.638 -2.261 5.328
H: 5.853 -0.187 -4.750
H: 3.739 1.284 -6.087
H: 1.235 -1.957 -4.338
H: -3.500 -0.378 5.022
H: 0.056 -3.386 -2.571
H: -5.940 1.525 -1.950
H: 4.955 1.176 -8.671
H: 0.458 0.375 6.811
H: -3.431 -2.200 -0.800
H: 0.007 3.550 6.800
H: -6.411 -2.668 3.795
H: -2.554 -0.845 -0.113
H: 4.287 -0.872 -2.117
H: 4.306 -0.117 -9.683
H: 4.593 -1.986 -3.469
H: 6.852 1.866 -5.380
H: -5.098 1.931 5.752
H: 4.118 -2.607 -1.856
H: 2.858 -2.448 -4.824
H: 1.680 1.393 4.441
H: -3.275 1.129 4.533
H: -1.308 0.400 6.717
H: 2.157 2.796 7.780
H: 5.908 -0.312 -8.943
H: 0.031 2.284 -1.460
H: 1.767 2.761 3.618
H: 3.592 2.613 6.766
H: -1.575 1.714 -1.095
H: -6.946 0.596 4.658
H: 6.029 1.933 -6.925
H: -0.527 -0.893 -3.159
H: -0.477 1.598 7.725
H: 7.298 0.730 -6.654
H: -1.703 0.313 -2.735
H: -0.124 3.753 5.052

Forces on the atoms, in the same order (eV/Å):
-0.146 -0.180 0.224
-0.183 0.031 -0.267
-0.762 -1.433 -0.265
-0.187 -0.063 -0.733
-0.057 -0.058 0.224
0.095 -0.004 -0.087
0.114 0.116 -0.125
-0.100 -0.057 0.050
0.265 0.138 -0.124
0.002 -0.326 -0.073
-0.229 0.000 -0.170
-0.008 0.046 -0.163
-0.120 0.142 0.035
0.027 -0.095 -0.108
0.056 -0.022 0.242
0.008 0.238 -0.075
0.175 0.448 -0.400
-0.287 -0.702 0.297
0.047 -0.265 0.076
-0.208 -0.003 -0.122
-0.089 0.217 -0.209
1.399 0.342 0.351
-0.189 0.021 0.005
0.063 -0.771 0.190
0.314 -0.005 -0.166
-0.134 0.051 0.118
-0.806 0.442 0.175
-0.073 0.087 0.101
1.047 2.109 -0.023
0.038 -0.077 -0.175
0.142 -0.001 0.062
0.083 0.104 0.094
0.047 -0.161 0.202
0.028 -0.264 -0.014
-0.013 0.239 -0.182
0.135 -0.048 -0.118
-0.381 0.057 0.346
0.325 -0.361 0.109
0.049 -0.004 -0.023
-0.027 0.066 -0.038
-0.312 -0.179 0.408
-0.009 0.002 0.038
0.002 0.020 0.050
0.123 -0.138 0.304
-0.065 0.039 -0.025
-0.059 0.012 -0.020
0.003 -0.023 -0.066
-0.061 -0.025 -0.030
-0.006 0.074 0.023
0.323 0.110 0.154
0.008 0.017 0.011
-0.034 0.009 0.038
0.037 0.078 -0.022
0.044 -0.042 -0.032
0.022 0.135 0.200
-0.001 -0.018 -0.009
-0.092 0.007 0.080
-0.040 -0.093 -0.006
-0.016 0.116 0.014
0.005 0.044 0.048
0.057 -0.026 0.046
-0.069 -0.049 0.043
-0.213 -0.060 -0.259
0.121 0.001 -0.024
0.019 0.057 0.122
-0.068 -0.260 0.027
0.079 -0.054 0.054
0.004 0.023 -0.029
0.130 0.492 0.157
-0.062 0.035 -0.023
-0.014 -0.030 0.016
-0.001 -0.089 -0.002
-0.050 0.022 0.019
-0.035 0.028 -0.076
0.128 -0.067 -0.083
0.060 -0.109 0.043
0.042 -0.043 -0.010
0.211 0.087 0.101
-0.125 0.009 -0.048
-0.018 -0.016 0.002
0.039 0.027 0.026
0.236 0.404 -0.038
0.072 0.010 -0.052
0.003 -0.020 -0.050
-0.364 0.032 0.062
0.011 -0.037 0.082
-0.052 -0.028 -0.029
-0.079 -0.464 -0.322
0.059 0.015 0.016
-0.014 0.001 -0.015
-0.430 0.018 -0.121
-0.013 -0.045 -0.032

=====

C27H33AsBrN8O8S2Ti as an isolated structure at a distorted geometry, computed with the ωB97M-V functional and the def2-TZVPD basis.

Properties
* HOMO-LUMO gap (alpha / beta): 0.3042 / 0.3130 Ha
* total charge: 0
* energy relative to the best compared isomer or geometry (same formula, charge and spin): 106.4 kJ/mol
* energy: -8544.45201 Eh
* HOMO (alpha / beta): -8.17 / -8.31 eV
* max |F|: 0.0255 hartree/bohr
* multiplicity: 2

Positions of all 81 atoms, in Å:
Br: -3.420 2.001 3.198
As: 2.925 1.141 0.596
Ti: 0.410 -0.903 -0.502
S: -0.390 -3.864 -2.474
S: 2.774 -2.325 -0.475
O: 3.300 2.451 -0.287
O: 1.338 0.568 0.442
O: 2.186 -1.468 -1.544
O: 0.203 -3.125 -3.557
O: 0.194 -5.099 -2.051
O: 1.792 -2.182 0.627
O: 3.113 -3.651 -0.860
O: 3.078 1.521 2.316
N: -0.980 -2.038 0.782
N: -0.531 2.707 -0.698
N: -6.057 -4.854 -3.934
N: -1.560 -0.073 -1.259
N: -0.482 -2.786 -1.241
N: 0.767 0.639 -2.492
N: -1.496 -4.310 0.298
N: -0.898 0.908 3.158
C: -4.063 -3.494 -4.066
C: 5.537 0.328 0.882
C: 6.692 -0.440 0.846
C: -4.026 -5.559 -2.827
C: -1.651 0.314 -2.685
C: 4.310 -0.204 0.498
C: 5.419 -2.294 0.020
C: -0.296 0.142 -3.364
C: -1.004 -3.118 -0.045
C: 1.022 2.088 -2.585
C: 0.351 0.711 3.585
C: -1.914 2.344 -0.505
C: -4.722 -4.645 -3.621
C: -1.637 1.764 3.825
C: 4.265 -1.523 0.058
C: -2.215 0.854 -0.295
C: 0.076 2.261 5.373
C: -1.385 -2.190 2.042
C: -1.220 2.481 4.935
C: -1.874 -3.401 2.485
C: -2.071 -4.174 -2.911
C: -2.710 -5.326 -2.474
C: -0.062 3.012 -2.040
C: -2.746 -3.269 -3.718
C: 0.879 1.359 4.689
C: 6.633 -1.753 0.417
C: -1.918 -4.429 1.548
H: 7.634 -0.005 1.151
H: -4.587 -2.790 -4.702
H: -2.490 2.734 -1.347
H: -0.917 3.051 -2.720
H: -2.409 -0.290 -3.188
H: 2.840 2.448 2.447
H: -2.218 -2.404 -4.098
H: -1.878 0.565 0.704
H: 1.630 0.168 -2.739
H: 5.349 -3.314 -0.327
H: 5.590 1.360 1.207
H: -1.983 1.343 -2.748
H: -0.304 0.654 -4.336
H: 0.945 0.015 3.008
H: -1.885 3.173 5.430
H: -6.394 -4.377 -4.754
H: -2.161 -6.031 -1.866
H: 0.452 2.792 6.238
H: 1.900 1.166 4.986
H: 0.375 4.018 -2.073
H: -0.112 -0.918 -3.545
H: 7.527 -2.359 0.383
H: -4.525 -6.460 -2.490
H: -2.220 -3.538 3.497
H: -2.317 -5.401 1.821
H: -1.337 -1.308 2.668
H: 1.943 2.288 -2.040
H: -2.327 2.847 0.377
H: -6.371 -5.810 -3.884
H: -3.304 0.719 -0.315
H: 0.118 2.125 -0.184
H: 1.189 2.363 -3.636
H: -2.036 -0.970 -1.160

Forces on the atoms, in the same order (eV/Å):
-0.025 0.003 0.009
-0.104 -0.034 0.140
0.434 0.645 -1.055
0.128 0.051 -0.129
0.025 -0.118 0.199
-0.056 0.070 -0.077
0.156 -0.099 0.126
-0.065 0.194 -0.044
-0.073 -0.007 0.065
-0.019 -0.002 0.004
-0.125 -0.076 0.164
0.051 -0.023 -0.009
-0.041 -0.060 -0.005
0.215 0.011 0.173
0.069 -0.046 -0.061
-0.038 -0.016 -0.015
-0.195 -0.364 0.356
0.022 -0.033 -0.150
-0.205 -0.233 0.200
-0.090 -0.117 0.033
-0.071 -0.010 -0.021
0.008 -0.013 0.004
0.007 0.022 0.007
-0.027 0.076 0.018
0.017 0.014 -0.007
0.060 -0.007 0.013
0.017 0.107 0.043
0.001 0.006 -0.010
-0.036 -0.033 -0.046
-0.186 0.010 0.208
0.089 -0.062 0.033
0.063 -0.001 0.056
-0.024 -0.054 -0.002
0.048 0.010 0.010
-0.035 0.036 0.020
0.003 -0.147 -0.028
0.007 0.055 0.063
0.028 -0.053 -0.051
-0.064 0.028 -0.095
0.012 -0.016 -0.018
0.004 0.020 -0.039
0.023 -0.026 0.020
-0.009 0.038 0.006
-0.048 0.005 0.054
-0.011 0.022 0.002
-0.047 0.064 0.007
-0.041 -0.076 -0.032
0.029 0.050 -0.064
0.001 0.006 0.002
-0.003 0.003 -0.003
-0.004 0.002 -0.001
-0.025 -0.008 0.011
0.029 -0.010 -0.015
0.027 0.028 -0.055
0.006 0.009 -0.014
-0.020 0.019 -0.016
0.000 0.000 -0.055
-0.001 -0.017 -0.004
-0.007 -0.009 -0.003
-0.025 0.037 0.006
-0.019 -0.007 0.017
0.034 -0.017 -0.019
-0.005 0.001 0.002
-0.005 -0.001 0.003
0.011 -0.012 0.035
0.006 0.002 0.007
0.006 -0.001 0.004
-0.010 -0.015 0.002
0.019 0.003 0.000
-0.002 -0.008 -0.002
-0.003 -0.005 0.004
0.003 0.007 0.009
-0.004 -0.014 -0.005
0.009 -0.006 0.011
0.039 -0.032 0.049
0.002 -0.033 0.002
-0.006 0.004 0.002
0.027 0.011 -0.011
-0.022 0.040 -0.008
0.019 0.002 0.021
0.041 0.209 -0.050

=====

One molecule with the formula C4H7NS2 at a distorted geometry, computed with the ωB97M-V functional and the def2-TZVPD basis.

Properties
* HOMO-LUMO gap: 0.3133 Ha
* total charge: 0
* energy relative to the best compared isomer or geometry (same formula, charge and spin): 170.4 kJ/mol
* energy: -1007.66936 Eh
* HOMO: -8.87 eV
* SMILES: S=CSC[C@H]1CN1
* max |F|: 0.0442 hartree/bohr

Positions of all 14 atoms, in Å:
S: 4.293 -0.307 -0.525
S: 1.617 1.092 -0.450
N: -1.535 -0.045 -1.348
C: 2.833 -0.111 0.165
C: -0.712 -0.452 -0.217
C: 0.169 0.543 0.477
C: -2.165 -0.323 -0.073
H: -2.415 0.545 0.592
H: -1.537 0.905 -1.619
H: -0.433 1.407 0.799
H: 2.495 -0.709 1.036
H: 0.517 0.102 1.404
H: -0.335 -1.471 -0.247
H: -2.789 -1.177 0.005

Forces on the atoms, in the same order (eV/Å):
-0.833 0.115 0.541
1.073 -1.194 0.663
-0.220 -1.795 0.018
-0.257 0.628 -0.840
0.339 -0.047 -0.298
-0.516 0.154 0.533
-0.006 1.936 1.195
-0.270 -0.840 -0.767
0.354 1.152 0.072
0.311 -0.020 -0.379
0.104 0.428 -0.509
0.202 -0.072 0.245
0.241 0.140 -0.425
-0.521 -0.585 -0.047